Formula: C4H11NO
Source: the OMol25 dataset
Level of theory: ωB97M-V/def2-TZVPD

Values from the calculation:
E_tot, eV: -7861.96007
SMILES string: CN(C)CCO
Energy relative to the best compared isomer or geometry (same formula, charge and spin), eV: 2.5935
Orbital gap, Eh: 0.3537

```
17
C4H11NO, DFT ωB97M-V/def2-TZVPD
C -0.6777 0.6018 -1.3590
N -0.5442 -0.0400 -0.0924
C -1.7467 0.0458 0.6882
C 0.7401 0.3851 0.5518
C 1.8921 -0.6503 0.1955
O 1.7066 -1.9397 0.3420
H -1.7173 0.5593 -1.8318
H -0.3421 1.6708 -1.4123
H -0.1215 0.0944 -2.1614
H -1.7747 -0.4042 1.7746
H -2.5906 -0.4602 0.1792
H -2.1234 1.1603 0.9549
H 0.5996 0.4517 1.6142
H 0.9791 1.3069 0.1481
H 2.7119 -0.3365 1.0202
H 2.1780 -0.2506 -0.7535
H 0.8307 -2.1945 0.1416
```

---

Formula: C4H11NO
Source: the OMol25 dataset
Level of theory: ωB97M-V/def2-TZVPD

Values from the calculation:
E_tot, eV: -7862.84446
SMILES string: C=CC.NCO
Energy relative to the best compared isomer or geometry (same formula, charge and spin), eV: 1.7091
Orbital gap, Eh: 0.3772

```
17
C4H11NO, DFT ωB97M-V/def2-TZVPD
C 1.3043 -0.7750 -1.4056
C 1.6343 0.0990 -0.2583
C 2.7182 -0.0268 0.4979
H 1.7685 -1.7570 -1.3463
H 0.2244 -0.9156 -1.4810
H 1.5691 -0.2437 -2.3255
H 0.8713 0.7961 0.0657
H 2.8995 0.6584 1.3214
H 3.4772 -0.7981 0.4176
N -2.0067 0.6236 1.6628
C -2.1893 -0.0145 0.4300
O -1.5824 0.7145 -0.6853
H -2.4423 1.5170 1.8002
H -1.0892 0.5992 2.0548
H -1.7094 -0.9923 0.4520
H -3.2621 -0.0856 0.2378
H -2.1855 0.6008 -1.4382
```

---

Formula: C4H11NO
Source: the OMol25 dataset
Level of theory: ωB97M-V/def2-TZVPD

Values from the calculation:
E_tot, eV: -7863.19135
SMILES string: C=C(N)CC.O
Energy relative to the best compared isomer or geometry (same formula, charge and spin), eV: 1.3622
Orbital gap, Eh: 0.3302

```
17
C4H11NO, DFT ωB97M-V/def2-TZVPD
C -1.6998 -0.6115 -0.4479
C -0.6168 0.1429 -1.2309
C 0.6773 0.4321 -0.4931
C 1.4163 -0.5455 0.0882
N 1.2016 1.6923 -0.5839
H -1.6377 -0.2667 0.5737
H -2.7046 -0.2962 -0.8084
H -1.5847 -1.6663 -0.6788
H -0.3648 -0.4011 -2.1434
H -0.9620 1.1402 -1.5330
H 1.2128 -1.5774 -0.1577
H 2.3576 -0.4033 0.5952
H 0.6418 2.5008 -0.7867
H 2.0501 1.8690 -0.0780
H 0.5804 -1.0048 2.9041
H -0.4037 -0.5946 1.9371
O -0.1636 -0.4100 2.8435
```

---

Formula: C4H11NO
Source: the OMol25 dataset
Level of theory: ωB97M-V/def2-TZVPD

Values from the calculation:
E_tot, eV: -7859.46284
Energy relative to the best compared isomer or geometry (same formula, charge and spin), eV: 5.0907
Orbital gap, Eh: 0.3340

```
17
C4H11NO, DFT ωB97M-V/def2-TZVPD
C -0.7851 -0.1715 0.3817
C 2.2969 0.1474 -0.1001
C -1.6501 -0.9610 -0.5968
C -0.8382 1.3292 0.1206
N 0.6000 -0.6506 0.3016
O 1.4051 -0.1209 1.3915
H 0.6217 -1.6681 0.3698
H -1.1156 -0.3559 1.4163
H 2.5035 -0.5643 -0.9028
H 1.9291 1.0910 -0.4829
H 3.2170 0.2934 0.4615
H -0.5535 1.5526 -0.9096
H -0.1621 1.8470 0.7991
H -1.8498 1.7016 0.2832
H -2.6860 -0.6280 -0.5347
H -1.6293 -2.0309 -0.3776
H -1.3036 -0.8110 -1.6208
```

---

Formula: C4H11NO
Source: the OMol25 dataset
Level of theory: ωB97M-V/def2-TZVPD

Values from the calculation:
E_tot, eV: -7859.96543
Energy relative to the best compared isomer or geometry (same formula, charge and spin), eV: 4.5881
Orbital gap, Eh: 0.3942

```
17
C4H11NO, DFT ωB97M-V/def2-TZVPD
C 0.4587 0.3332 -0.9412
C -0.0291 -0.5906 0.1631
C -1.4453 -0.9847 -0.1242
C -1.9202 -2.1762 -0.4286
N 1.8390 1.2990 -0.2608
H 0.5097 -0.1946 -1.9029
H -0.0874 1.2512 -1.1198
H 0.5968 -1.4834 0.1810
H 0.0696 -0.0590 1.1058
H -2.1423 -0.1434 -0.2018
H -1.3016 -3.0470 -0.2983
H -2.9628 -2.2542 -0.7013
H 2.4861 0.6961 0.2736
H 1.7741 0.6989 -1.0568
H 0.9570 2.6349 2.3793
H 0.8843 1.8478 1.0987
O 0.3133 2.1721 1.8342
```

---

Formula: C4H11NO
Source: the OMol25 dataset
Level of theory: ωB97M-V/def2-TZVPD

Values from the calculation:
E_tot, eV: -7862.61755
SMILES string: CC[C@@H](N)OC
Energy relative to the best compared isomer or geometry (same formula, charge and spin), eV: 1.9360
Orbital gap, Eh: 0.3809

```
17
C4H11NO, DFT ωB97M-V/def2-TZVPD
C 0.7191 0.0224 -0.6825
C 0.6311 0.9026 0.5270
C -1.7727 0.2118 -1.1102
C 0.4197 0.0004 1.8450
N 0.7342 -1.3949 -0.6180
O -0.4774 0.5645 -1.5340
H 1.5947 0.3372 -1.2585
H 0.3667 -1.8037 -1.4714
H 1.6704 -1.7474 -0.4497
H 1.5878 1.4080 0.6826
H -0.1377 1.6770 0.5682
H -1.8883 -0.8747 -0.9934
H -2.5001 0.5366 -1.8633
H -2.0418 0.6990 -0.1633
H -0.5242 -0.5460 1.8020
H 0.3640 0.6888 2.6928
H 1.2546 -0.6818 2.0267
```

---

Formula: C4H11NO
Source: the OMol25 dataset
Level of theory: ωB97M-V/def2-TZVPD

Values from the calculation:
E_tot, eV: -7862.42340
SMILES string: C=CNCC.O
Energy relative to the best compared isomer or geometry (same formula, charge and spin), eV: 2.1302
Orbital gap, Eh: 0.3379

```
17
C4H11NO, DFT ωB97M-V/def2-TZVPD
C -0.1031 -2.2712 -0.7604
C 0.4201 -1.0178 -1.0418
N -0.1728 0.2464 -1.2642
C 0.4011 1.3945 -0.5430
C -0.6297 2.2114 0.1850
H 0.6283 -3.0663 -0.4409
H -1.1553 -2.5104 -0.7989
H 1.5283 -0.9666 -1.0398
H -1.1587 0.0119 -1.0565
H 0.9595 2.0562 -1.2290
H 1.1174 1.0233 0.2343
H -1.4696 1.5593 0.7198
H -1.1280 2.9206 -0.4126
H -0.2426 2.8089 0.9672
H -0.1025 -1.4054 1.5094
H 0.4351 -1.7486 2.8513
O 0.6727 -1.2461 2.1198
```

---

Formula: C4H11NO
Source: the OMol25 dataset
Level of theory: ωB97M-V/def2-TZVPD

Values from the calculation:
E_tot, eV: -7860.19966
SMILES string: C=CO.CNC
Energy relative to the best compared isomer or geometry (same formula, charge and spin), eV: 4.3539
Orbital gap, Eh: 0.3397

```
17
C4H11NO, DFT ωB97M-V/def2-TZVPD
C -1.1823 1.3697 -0.6679
N 0.0438 1.6621 -1.2815
C 0.6764 0.8206 -2.2272
H -1.8262 2.2261 -1.0517
H -1.0489 1.7958 0.3554
H -1.6419 0.3649 -1.0764
H 0.8197 2.0039 -0.5810
H 1.5905 0.3207 -1.8393
H 0.1961 -0.0662 -2.4268
H 0.9170 1.2742 -3.1372
C 0.4756 -2.2691 0.7602
C 0.1179 -1.6156 1.9098
O -0.1547 -0.2919 1.9733
H 0.3472 -3.3146 0.4145
H 1.1222 -1.6874 0.1059
H -0.0410 -2.2096 2.6809
H -0.0293 0.1590 1.0898
```

---

Formula: C4H11NO
Source: the OMol25 dataset
Level of theory: ωB97M-V/def2-TZVPD

Values from the calculation:
E_tot, eV: -7863.08373
SMILES string: C1CCNC1.O
Energy relative to the best compared isomer or geometry (same formula, charge and spin), eV: 1.4698
Orbital gap, Eh: 0.3348

```
17
C4H11NO, DFT ωB97M-V/def2-TZVPD
N -1.2673 -0.6505 1.0658
C -1.2182 -1.6550 0.0062
C -0.2629 -1.1363 -1.0820
C 0.6177 -0.0264 -0.4478
C -0.3686 0.4889 0.7807
H -0.8795 -1.0373 1.9297
H -1.0043 -2.6372 0.4524
H -2.2036 -1.7121 -0.5409
H 0.3353 -1.9869 -1.3741
H -0.7721 -0.7137 -1.9087
H 1.5043 -0.4703 0.0292
H 0.9473 0.6712 -1.2201
H 0.2292 0.6451 1.6669
H -0.8134 1.4347 0.4759
H 1.4191 2.8419 -0.6565
H 2.1632 3.3330 0.5444
O 1.5738 2.6108 0.2788
```

---

Formula: C4H11NO
Source: the OMol25 dataset
Level of theory: ωB97M-V/def2-TZVPD

Values from the calculation:
E_tot, eV: -7862.38227
SMILES string: CC(C)NCO
Energy relative to the best compared isomer or geometry (same formula, charge and spin), eV: 2.1713
Orbital gap, Eh: 0.3750

```
17
C4H11NO, DFT ωB97M-V/def2-TZVPD
C 0.4576 1.8625 -0.8869
C -0.0709 0.3618 -1.0898
C 1.1949 -0.6204 -1.2580
N -0.9126 -0.0716 -0.0022
C -0.1069 -0.2611 1.2020
O -0.6899 -1.3744 1.9965
H 0.0311 2.1888 0.0510
H 0.3013 2.5430 -1.7192
H 1.5027 1.8671 -0.6243
H -0.7347 0.3009 -2.0382
H 0.5916 -1.5580 -1.2214
H 1.9954 -0.7029 -0.5274
H 1.6425 -0.4997 -2.2308
H -1.7300 0.5552 0.1931
H 0.1449 0.6701 1.6608
H 0.9095 -0.5878 1.0085
H -1.5945 -1.3376 1.6865
```

---

Formula: C4H11NO
Source: the OMol25 dataset
Level of theory: ωB97M-V/def2-TZVPD

Values from the calculation:
E_tot, eV: -7863.31831
SMILES string: CC(N)=O.CC
Energy relative to the best compared isomer or geometry (same formula, charge and spin), eV: 1.2352
Orbital gap, Eh: 0.3899

```
17
C4H11NO, DFT ωB97M-V/def2-TZVPD
C -1.4923 1.7862 0.8365
C -0.7044 1.9717 -0.3182
O 0.4621 1.6390 -0.2040
N -1.1612 2.4667 -1.5191
H -2.5434 2.3013 0.8543
H -1.0524 2.2454 1.6789
H -0.4904 2.1942 -2.3008
H -2.1606 2.4953 -1.6477
H -1.5888 0.7563 1.0363
C 1.8185 -1.8648 -0.2522
C 0.8278 -2.5833 0.6307
H 1.4190 -1.0343 -0.7375
H 2.5807 -1.2875 0.2586
H 2.2934 -2.5352 -0.9670
H 0.9432 -3.6453 0.5870
H -0.2969 -2.4318 0.3308
H 1.1457 -2.4740 1.7335
```

---

Formula: C4H11NO
Source: the OMol25 dataset
Level of theory: ωB97M-V/def2-TZVPD

Values from the calculation:
E_tot, eV: -7862.60022
SMILES string: C=C(C)NC.O
Energy relative to the best compared isomer or geometry (same formula, charge and spin), eV: 1.9533
Orbital gap, Eh: 0.3087

```
17
C4H11NO, DFT ωB97M-V/def2-TZVPD
C -0.7024 3.0674 -0.8750
C -0.4140 1.6475 -0.3143
C 0.2704 1.5543 0.8620
C -1.3727 -0.7476 -0.4739
N -1.2108 0.6495 -0.7997
H 0.0622 3.4750 -1.5338
H -1.5999 3.0336 -1.4962
H -0.8710 3.6472 0.0460
H 0.5802 2.5562 1.2335
H 0.5355 0.6887 1.4366
H -0.6841 -1.3786 -1.0587
H -1.1026 -1.0144 0.5386
H -2.3314 -1.2240 -0.6236
H -1.5740 0.8843 -1.7125
H 3.4257 -5.4687 0.8015
H 3.3838 -5.4137 2.3617
O 3.6051 -5.9566 1.6079
```

---

Formula: C4H11NO
Source: the OMol25 dataset
Level of theory: ωB97M-V/def2-TZVPD

Values from the calculation:
E_tot, eV: -7863.85911
SMILES string: CC(N)=O.CC
Energy relative to the best compared isomer or geometry (same formula, charge and spin), eV: 0.6944
Orbital gap, Eh: 0.3888

```
17
C4H11NO, DFT ωB97M-V/def2-TZVPD
C -0.0118 -1.2225 -1.1329
C -1.0162 -2.3094 -1.4767
H 0.8626 -1.6329 -0.6319
H 0.3637 -0.7687 -2.0411
H -0.5643 -0.5571 -0.4639
H -1.7103 -2.0800 -2.3036
H -1.6929 -2.7338 -0.6846
H -0.4431 -3.2277 -1.5930
C 0.4060 1.1658 2.1923
C -0.0195 1.7792 0.8483
O -1.1457 2.1418 0.5486
N 0.9695 1.9697 -0.0584
H 1.2385 1.8350 2.4124
H 0.5091 0.0723 2.1677
H 0.7152 2.5174 -0.8638
H 1.9181 1.7239 0.1692
H -0.3788 1.3270 2.9114
```

---

Formula: C4H11NO
Source: the OMol25 dataset
Level of theory: ωB97M-V/def2-TZVPD

Values from the calculation:
E_tot, eV: -7863.53028
SMILES string: CC(C)NCO
Energy relative to the best compared isomer or geometry (same formula, charge and spin), eV: 1.0233
Orbital gap, Eh: 0.3717

```
17
C4H11NO, DFT ωB97M-V/def2-TZVPD
C -0.7405 1.0068 -0.9420
C -0.5802 0.0877 0.2451
C -1.3768 0.3610 1.5083
N 0.8451 -0.1296 0.6342
C 1.7352 -0.4211 -0.4926
O 1.2476 -1.4523 -1.3567
H -0.3568 2.0025 -0.7014
H -0.2950 0.5836 -1.8428
H -1.7887 1.1434 -1.1734
H -0.9793 -0.8819 -0.0934
H -1.1546 -0.4048 2.2449
H -1.1836 1.3532 1.9125
H -2.4321 0.3396 1.2373
H 0.8070 -1.0295 1.1098
H 1.8678 0.4815 -1.0824
H 2.6358 -0.7878 -0.0087
H 1.7491 -2.2524 -1.1988
```